1.
C5H10NO as an isolated structure in a non-equilibrium geometry, computed with ωB97M-V/def2-TZVPD.

**Total energy**: -326.1169 hartree
**Energy above the lowest of the compared OMol25 structures with the same formula, charge and spin**: 433.0 kJ/mol
**Highest occupied orbital energy**: -13.79 eV
**Total charge**: +1

CARTESIAN COORDINATES (ANGSTROEM)
1 C -2.34 0.92 -0.19
2 C -1.46 0.01 0.24
3 C 1.70 1.05 0.63
4 C 1.25 0.58 -0.65
5 C -0.31 -0.55 -0.52
6 N 0.32 -1.66 0.18
7 O 2.30 -0.08 -0.09
8 H -3.35 1.10 0.23
9 H -2.26 1.60 -1.06
10 H -1.63 -0.56 1.07
11 H 2.36 1.99 0.76
12 H 1.09 0.90 1.58
13 H 1.42 1.16 -1.53
14 H -0.65 -0.86 -1.58
15 H 1.23 -1.35 0.71
16 H 0.64 -2.22 -0.59
17 H -0.30 -2.06 0.82

2.
An isolated ion of composition C5H10NO and charge +1 in a non-equilibrium geometry, computed with ωB97M-V/def2-TZVPD.

**Total energy**: -326.0620 hartree
**Energy above the lowest of the compared OMol25 structures with the same formula, charge and spin**: 577.1 kJ/mol
**Highest occupied orbital energy**: -16.21 eV
**SMILES**: C=C[N+](=O)C(C)C
**Total charge**: +1

CARTESIAN COORDINATES (ANGSTROEM)
1 C 2.92 0.05 -0.07
2 C 1.88 -0.51 0.46
3 N 0.44 0.42 0.02
4 O 0.67 1.41 -0.56
5 C -0.83 0.02 0.36
6 C -1.08 -1.02 -0.74
7 C -1.89 1.09 0.41
8 H 3.85 -0.44 0.01
9 H 2.76 0.66 -0.93
10 H 1.72 -1.40 1.07
11 H -0.71 -0.42 1.28
12 H -1.98 -1.74 -0.41
13 H -1.38 -0.31 -1.58
14 H -0.27 -1.66 -0.70
15 H -2.09 1.40 -0.59
16 H -1.32 1.84 0.97
17 H -2.67 0.61 1.00

3.
A 2-piece molecular cluster, C5H10NO overall in a non-equilibrium geometry, computed with ωB97M-V/def2-TZVPD.

**Multiplicity**: 3
**Total energy**: -325.8962 hartree
**Energy above the lowest of the compared OMol25 structures with the same formula, charge and spin**: 590.9 kJ/mol
**Highest occupied orbital energy (spin up / spin down)**: -11.15 / -16.45 eV
**Total charge**: +1

CARTESIAN COORDINATES (ANGSTROEM)
1 C 0.09 0.60 1.34
2 C 1.41 0.80 -0.74
3 C 0.71 -0.21 0.21
4 C 1.01 -1.62 0.16
5 C -2.49 0.22 -0.52
6 N -0.51 0.58 0.05
7 O 0.15 1.53 -0.75
8 H -0.33 0.06 2.12
9 H 0.47 1.64 1.49
10 H 2.10 1.46 -0.14
11 H 1.80 0.40 -1.61
12 H 0.90 -1.93 -0.90
13 H 0.63 -2.43 0.72
14 H 2.07 -1.62 0.34
15 H -2.88 -0.55 0.20
16 H -2.99 1.23 -0.45
17 H -2.15 -0.16 -1.53